(1)
Density functional theory data (ωB97M-V/def2-TZVPD) for 8 unconnected molecules or ions with the total composition C14H34Cl4F6N3O6 in a non-equilibrium geometry.

Structure (XYZ):
```
67
Properties=species:S:1:pos:R:3:forces:R:3:mulliken_charge:R:1
N -4.847 -3.655 0.504 -1.25 1.10 -0.29 -1.03
H -5.048 -4.409 -0.137 0.38 -0.73 -0.16 0.54
H -4.425 -2.881 0.010 1.47 0.24 -0.44 0.47
H -4.422 -3.885 1.391 0.63 -0.35 0.22 0.40
H -5.733 -3.210 0.696 -0.99 -0.12 0.57 0.44
N 1.504 -7.289 -7.600 -0.77 0.75 0.34 -0.92
H 1.968 -7.471 -8.478 0.52 -0.48 -0.23 0.44
H 1.944 -7.606 -6.747 0.73 -0.54 0.19 0.43
H 0.551 -7.623 -7.603 -0.53 -0.53 -0.20 0.45
H 1.412 -6.289 -7.496 0.11 1.07 0.06 0.44
N -4.121 -1.856 -6.670 0.70 -0.23 1.48 -1.04
H -3.878 -1.463 -5.772 -0.05 1.06 0.98 0.44
H -3.184 -2.110 -6.950 0.59 -0.23 -1.12 0.41
H -4.620 -1.186 -7.237 -0.14 0.12 -0.48 0.45
H -4.627 -2.682 -6.386 -0.61 -0.56 -0.51 0.54
O -0.964 -0.818 -2.643 1.04 -1.17 0.13 -0.75
C 0.409 -1.001 -2.719 -1.27 0.29 -0.74 -0.43
C 1.057 -2.304 -3.589 -1.80 0.69 -3.12 -0.27
O 0.760 -2.213 -5.017 0.73 -0.30 2.68 -0.84
H 0.911 -0.923 -1.754 0.12 -0.96 0.85 0.23
H 0.785 -0.083 -3.170 0.64 -0.05 -1.09 0.17
H 0.674 -3.272 -3.269 -0.89 -0.03 0.78 0.21
H 2.121 -2.450 -3.402 0.60 0.99 0.12 0.22
C -2.436 0.748 5.209 0.46 -1.60 -1.05 -0.99
C -1.725 -0.628 5.469 0.36 1.19 0.91 -0.32
O -1.909 -1.178 6.812 -2.51 -1.92 1.03 -0.25
C -3.084 -1.837 7.173 -1.84 2.17 -2.57 0.41
O -4.098 -1.923 6.437 3.80 -0.27 2.57 -0.55
C -3.207 -2.123 8.754 0.74 -1.34 -1.10 0.83
F -3.900 -3.259 8.960 0.30 0.29 -0.37 -0.24
F -2.030 -2.254 9.391 -0.49 0.28 -0.58 -0.22
F -3.892 -1.147 9.284 -0.26 0.92 0.34 -0.22
H -1.928 1.104 4.313 0.31 0.38 0.08 0.36
H -2.388 1.517 5.980 0.03 -0.44 0.10 0.32
H -3.436 0.575 4.812 -0.27 0.07 0.68 0.28
H -0.643 -0.517 5.542 -0.03 0.43 -0.39 0.32
H -1.883 -1.343 4.661 -0.57 -0.15 0.31 0.30
C 6.458 0.954 3.603 -1.08 -0.27 1.75 -1.11
C 5.408 1.334 4.714 1.11 2.73 -2.42 -0.24
O 5.585 0.507 5.766 0.27 -4.51 2.88 -0.22
C 4.969 0.597 6.935 -2.23 3.81 0.14 0.39
O 4.347 1.618 7.311 2.03 -3.75 -0.96 -0.53
C 4.936 -0.713 7.797 -0.44 -0.85 2.87 0.82
F 5.844 -1.680 7.633 0.68 1.20 -0.56 -0.22
F 4.940 -0.364 9.136 0.82 0.30 -1.47 -0.24
F 3.783 -1.372 7.704 -0.93 0.48 -1.23 -0.25
H 7.356 0.833 4.209 0.40 0.07 -0.58 0.32
H 6.550 1.730 2.843 -0.01 -0.13 0.16 0.36
H 6.193 -0.016 3.182 0.09 0.12 -0.21 0.30
H 4.387 1.337 4.333 -0.08 0.09 0.27 0.33
H 5.731 2.291 5.124 -0.65 0.70 -0.64 0.29
Cl 3.086 5.418 -7.411 0.92 0.72 0.15 -0.16
C 2.901 3.704 -7.685 -1.68 -1.01 1.21 -0.43
C 1.400 3.499 -8.019 1.73 -1.27 0.11 -0.43
Cl 1.097 4.378 -9.480 -1.01 0.55 -1.03 -0.17
H 3.024 3.202 -6.725 0.33 0.07 0.08 0.27
H 3.603 3.240 -8.377 -0.20 0.57 -0.30 0.33
H 0.768 3.760 -7.170 0.03 0.38 -0.31 0.31
H 1.254 2.444 -8.249 -0.12 -0.02 0.11 0.27
Cl -2.277 8.035 -0.682 0.21 -1.50 -0.65 -0.18
C -2.445 6.715 -1.964 0.17 1.18 -0.85 -0.55
C -3.807 6.083 -2.024 0.42 -0.02 0.43 -0.35
Cl -5.026 7.348 -2.367 -0.06 -0.66 -0.09 -0.17
H -1.672 5.958 -2.097 0.30 -0.04 1.43 0.36
H -2.269 7.262 -2.890 -0.42 0.30 0.01 0.32
H -4.071 5.535 -1.120 -0.11 0.42 0.15 0.31
H -3.721 5.311 -2.789 -0.51 0.30 -0.44 0.27
```
Forces are in eV/Å.

Calculated values
HOMO-LUMO gap   2.16 eV
Relative energy (zero: lowest compared OMol25 entry of this formula, charge and spin)   1201.0 kJ/mol
HOMO energy   -5.79 eV
Net charge   +1

(2)
Density functional theory data (ωB97M-V/def2-TZVPD) for a molecular structure, C14H34CrN6OS in a non-equilibrium geometry.

Structure (XYZ):
```
57
Properties=species:S:1:pos:R:3:forces:R:3:mulliken_spin:R:1
Cr -0.032 -0.705 0.024 -0.08 1.38 -0.52 1.10
C 2.932 -2.458 0.010 -0.16 0.30 -0.15 0.00
C 2.132 -2.434 -1.290 0.88 -0.04 0.14 0.01
N 0.669 -2.336 -1.100 -0.30 0.30 0.01 -0.03
C 0.072 -3.575 -0.561 -0.54 -0.46 0.26 0.00
C -1.349 -3.284 -0.093 0.20 -0.69 -0.48 0.00
N -1.324 -2.163 0.863 0.55 0.09 0.14 -0.02
C -2.680 -1.682 1.180 -0.56 0.32 0.29 0.01
C -2.690 -0.620 2.273 0.07 0.10 -0.37 0.00
C -2.142 0.738 1.841 -0.69 -0.23 0.20 0.02
N -0.708 0.717 1.488 0.07 -0.01 -0.39 -0.03
C 0.159 0.608 2.678 0.67 -0.12 0.37 0.00
C 1.577 0.310 2.218 -0.17 0.66 0.50 0.00
N 1.554 -0.895 1.374 -0.40 -0.35 -0.17 -0.03
C 2.882 -1.150 0.792 0.74 -0.37 -0.41 0.01
H 3.973 -2.639 -0.262 -0.04 -0.04 0.04 0.00
H 2.634 -3.295 0.643 0.08 -0.06 0.07 0.00
H 2.373 -3.335 -1.861 -0.17 0.03 -0.04 0.00
H 2.444 -1.572 -1.884 -0.05 -0.06 -0.04 0.00
H 0.298 -2.236 -2.046 -0.06 0.11 0.15 0.01
H 0.665 -3.925 0.287 0.04 0.04 -0.12 0.00
H 0.062 -4.368 -1.317 0.10 0.08 0.13 0.00
H -1.782 -4.185 0.356 -0.03 0.17 -0.06 0.00
H -1.974 -3.002 -0.945 0.01 -0.04 0.15 0.00
H -0.959 -2.538 1.742 0.12 0.07 -0.11 0.00
H -3.301 -2.526 1.500 0.08 0.05 -0.15 0.00
H -3.121 -1.265 0.269 -0.03 -0.15 0.04 0.00
H -2.175 -0.989 3.159 -0.04 -0.05 0.16 0.00
H -3.728 -0.462 2.564 -0.01 -0.03 0.10 0.00
H -2.313 1.455 2.652 0.11 0.01 -0.14 0.00
H -2.695 1.093 0.966 0.05 0.01 0.06 0.00
H -0.514 1.636 1.088 0.05 -0.17 -0.17 0.01
H -0.202 -0.206 3.311 -0.03 0.08 -0.03 0.00
H 0.147 1.526 3.277 -0.14 -0.13 -0.11 0.00
H 2.238 0.175 3.082 -0.05 -0.03 -0.16 0.00
H 1.968 1.139 1.619 -0.01 -0.17 0.08 0.00
H 1.383 -1.689 1.996 -0.15 0.08 -0.05 0.01
H 3.628 -1.194 1.595 -0.17 0.10 -0.03 0.00
H 3.141 -0.308 0.145 -0.01 -0.04 0.10 0.00
C 2.124 3.998 -1.706 0.89 0.28 -0.11 0.00
N 0.753 3.588 -1.773 -0.43 -0.76 0.09 -0.01
C -0.311 4.544 -2.060 -0.41 0.56 -0.11 0.00
C -1.584 3.678 -2.054 -0.40 0.47 -0.05 0.00
N -1.082 2.386 -1.592 0.01 0.00 0.03 0.00
C 0.259 2.395 -1.544 -0.71 0.23 0.06 0.00
S 1.188 1.008 -1.165 0.61 -1.38 0.39 -0.04
H 2.483 4.282 -2.696 -0.05 -0.02 -0.01 0.00
H 2.745 3.190 -1.331 -0.01 -0.01 0.00 0.00
H 2.225 4.862 -1.053 -0.06 0.01 0.07 0.00
H -0.128 5.040 -3.014 -0.01 -0.08 0.06 0.00
H -0.336 5.312 -1.283 0.07 -0.08 -0.04 0.00
H -2.042 3.594 -3.041 0.10 -0.03 0.04 0.00
H -2.335 4.051 -1.358 0.05 0.07 -0.12 0.00
H -1.605 1.535 -1.732 0.24 0.06 0.05 0.00
O -1.659 -0.517 -1.756 0.12 -0.06 0.39 0.00
H -1.333 -0.576 -2.665 0.08 0.08 -0.10 0.00
H -2.601 -0.734 -1.811 -0.03 -0.08 0.06 0.00
```
Forces are in eV/Å.

Calculated values
HOMO-LUMO gap (spin up / spin down)   6.70 / 7.40 eV
Spin multiplicity   2
HOMO energy (spin up / spin down)   -18.32 / -18.33 eV
Net charge   +3

(3)
Density functional theory data (ωB97M-V/def2-TZVPD) for a molecular structure, C14H34FeO4S3SeSi2Te.

Structure (XYZ):
```
60
Properties=species:S:1:pos:R:3:forces:R:3:mulliken_spin:R:1
Fe -1.445 1.168 0.224 -0.40 0.52 -0.14 3.59
C -2.054 4.202 -1.677 0.06 0.06 0.04 0.00
C -0.615 4.153 -1.173 -0.04 -0.04 0.05 -0.01
S 0.177 2.529 -1.068 0.14 -0.07 -0.10 0.05
C 0.136 1.861 -2.751 -0.06 -0.03 0.04 0.00
C -1.202 1.339 -3.284 0.05 0.00 -0.02 0.00
S -2.031 0.205 -2.138 0.09 -0.04 0.02 0.06
C -3.764 0.728 -2.193 0.01 -0.03 0.02 -0.01
C -4.035 2.226 -2.084 -0.01 -0.03 0.03 0.00
S -3.144 3.078 -0.751 0.08 -0.01 -0.05 0.05
H -2.102 3.981 -2.740 -0.02 -0.01 -0.02 0.00
H -2.416 5.223 -1.548 0.00 0.00 0.00 0.00
H -0.571 4.497 -0.137 0.02 0.03 -0.01 0.00
H 0.025 4.806 -1.768 -0.02 0.02 -0.01 0.00
H 0.861 1.047 -2.710 0.00 0.00 -0.01 0.00
H 0.540 2.613 -3.432 -0.01 0.00 -0.01 0.00
H -1.013 0.814 -4.221 0.01 0.00 0.00 0.00
H -1.884 2.154 -3.505 0.01 0.02 0.00 0.00
H -4.185 0.212 -1.330 -0.01 0.00 -0.01 0.00
H -4.220 0.339 -3.104 -0.02 0.00 0.01 0.00
H -5.099 2.349 -1.882 0.00 0.00 -0.01 0.00
H -3.834 2.745 -3.020 0.00 0.02 0.00 0.00
C 2.451 -0.023 4.760 0.00 0.03 0.04 0.00
Si 2.002 0.072 2.946 0.01 -0.03 0.00 0.00
C 3.545 -0.252 1.925 0.02 0.01 -0.03 0.00
C 1.343 1.766 2.533 -0.02 0.07 -0.01 0.01
C 0.729 -1.285 2.675 -0.06 0.00 -0.03 0.00
Te -0.496 -1.318 0.933 0.11 -0.06 0.01 0.06
C 1.093 -1.670 -0.491 0.03 -0.02 -0.01 0.00
Si 1.380 -3.493 -0.847 0.02 0.04 0.01 0.00
C -0.147 -4.184 -1.677 0.00 -0.02 -0.02 0.00
C 2.853 -3.656 -1.995 0.01 0.01 -0.02 0.00
C 1.718 -4.410 0.746 -0.01 0.00 0.02 0.00
H 3.239 0.692 5.007 -0.01 -0.01 0.00 0.00
H 2.802 -1.020 5.036 0.00 0.00 -0.01 0.00
H 1.581 0.209 5.378 0.01 -0.01 0.01 0.00
H 4.368 0.372 2.283 -0.01 -0.01 0.01 0.00
H 3.392 -0.005 0.872 0.03 -0.01 0.01 0.00
H 3.868 -1.294 1.990 0.00 0.01 -0.01 0.00
H 1.964 2.527 3.015 0.00 0.00 -0.02 0.00
H 0.311 1.902 2.861 0.02 -0.01 0.03 0.00
H 1.373 1.952 1.456 0.03 -0.03 0.03 -0.01
H -0.020 -1.232 3.468 -0.02 0.04 -0.02 0.00
H 1.202 -2.268 2.734 -0.01 -0.02 -0.01 0.00
H 1.996 -1.178 -0.127 -0.05 -0.01 0.01 0.00
H 0.795 -1.157 -1.412 -0.02 -0.02 0.01 0.00
H -0.348 -3.674 -2.622 0.00 0.00 0.01 0.00
H -1.027 -4.073 -1.041 0.00 0.00 0.00 0.00
H -0.021 -5.247 -1.894 -0.01 0.01 0.00 0.00
H 2.673 -3.130 -2.936 0.02 -0.01 0.01 0.00
H 3.058 -4.702 -2.234 -0.01 0.01 0.00 0.00
H 3.754 -3.234 -1.543 -0.01 0.00 0.00 0.00
H 0.871 -4.331 1.432 0.01 0.00 0.01 0.00
H 2.607 -4.025 1.251 -0.01 0.01 0.00 0.00
H 1.884 -5.472 0.551 0.00 0.00 -0.01 0.00
O -4.288 1.516 3.162 -0.19 0.19 0.05 0.01
Se -3.067 0.898 2.347 0.49 -0.18 0.01 -0.01
O -3.421 0.466 0.765 -0.04 -0.07 -0.04 0.06
O -1.854 2.046 1.955 -0.10 -0.36 0.10 0.12
O -2.291 -0.356 3.032 -0.06 0.04 0.06 0.00
```
Forces are in eV/Å.

Calculated values
HOMO-LUMO gap (spin up / spin down)   7.64 / 8.08 eV
Spin multiplicity   5
Relative energy (zero: lowest compared OMol25 entry of this formula, charge and spin)   0.0 kJ/mol
HOMO energy (spin up / spin down)   -7.84 / -8.30 eV

(4)
Density functional theory data (ωB97M-V/def2-TZVPD) for 3 unconnected molecules or ions with the total composition C14H35BBrN2O10P in a non-equilibrium geometry.

Structure (XYZ):
```
64
Properties=species:S:1:pos:R:3:forces:R:3:mulliken_charge:R:1
O 2.997 -7.878 1.517 -2.02 -2.15 0.23 -0.41
C 3.663 -6.994 1.171 2.36 0.88 0.31 0.55
O 4.807 -6.729 1.871 -0.50 0.83 -0.62 -0.32
C 4.928 -5.344 2.309 0.93 0.49 0.05 -0.25
B 5.941 -4.500 1.364 0.16 0.22 -0.79 0.60
O 6.996 -3.753 1.892 -1.70 0.25 0.28 -0.48
O 5.775 -4.452 -0.020 0.70 -0.63 0.82 -0.58
O 3.406 -6.230 0.047 -0.51 0.94 1.81 -0.21
P 2.023 -5.230 0.138 -1.56 -0.43 -1.42 0.21
O 1.146 -5.589 1.500 2.21 0.55 -0.62 -0.38
Br 2.784 -3.087 0.404 0.05 -0.43 0.52 0.03
H 3.921 -4.883 2.353 0.58 0.01 -0.02 0.03
H 5.338 -5.315 3.339 -0.37 -0.51 -0.50 0.30
H 6.777 -2.824 1.700 0.74 -0.16 -0.10 0.31
H 5.751 -5.342 -0.400 -0.57 0.30 -0.07 0.31
H 1.680 -5.484 2.310 -0.51 -0.13 0.13 0.36
C -0.220 3.464 -1.753 -0.04 -0.22 0.13 -0.75
O -0.121 2.083 -2.064 0.03 0.42 -0.09 -0.12
C 0.573 1.830 -3.282 -0.04 -0.56 -0.02 -0.95
C 1.907 1.156 -3.006 -0.04 0.31 0.18 -0.10
N 2.847 2.081 -2.379 -0.01 -0.21 -0.07 -0.34
C 4.053 1.439 -1.862 -0.08 0.23 0.14 -0.85
C 3.885 0.429 -0.724 0.40 0.01 -0.03 -0.08
O 3.453 1.001 0.500 -0.17 -0.20 -0.16 -0.45
C 2.048 1.153 0.627 0.16 0.15 0.26 -0.53
H -0.890 3.571 -0.901 -0.01 -0.09 -0.04 0.14
H 0.757 3.874 -1.477 -0.02 0.16 -0.09 0.36
H -0.635 4.027 -2.593 0.06 0.05 0.01 0.33
H 0.699 2.738 -3.879 0.07 0.07 0.15 0.41
H -0.048 1.139 -3.860 0.02 0.02 -0.03 0.40
H 2.332 0.798 -3.949 0.03 0.00 0.02 0.40
H 1.710 0.287 -2.366 -0.10 -0.13 -0.14 0.10
H 2.383 2.551 -1.612 0.00 0.01 -0.05 0.09
H 4.703 2.240 -1.500 0.05 -0.08 0.02 0.38
H 4.582 0.957 -2.691 -0.07 -0.06 0.01 0.40
H 4.875 0.011 -0.519 -0.01 0.02 0.01 0.28
H 3.253 -0.420 -1.003 -0.16 0.09 -0.02 0.08
H 1.497 0.369 0.101 0.02 0.05 -0.09 0.25
H 1.734 2.138 0.273 -0.19 -0.07 -0.09 0.19
H 1.800 1.096 1.688 0.07 -0.04 -0.01 0.35
C -6.978 3.628 0.522 -0.05 -0.20 0.09 -0.70
O -6.881 2.250 0.209 0.06 0.36 -0.09 -0.34
C -6.176 1.989 -1.002 -0.03 -0.53 -0.02 -0.80
C -4.849 1.307 -0.716 -0.04 0.32 0.17 -0.24
N -3.907 2.224 -0.084 0.00 -0.16 -0.06 -0.25
C -2.707 1.575 0.441 -0.10 0.16 0.10 -0.44
C -2.887 0.568 1.579 0.41 0.02 -0.02 -0.68
O -3.322 1.143 2.801 -0.17 -0.17 -0.17 -0.44
C -4.726 1.302 2.921 0.18 0.15 0.25 -0.52
H -7.656 3.732 1.369 0.01 -0.08 -0.02 0.24
H -6.005 4.039 0.808 -0.01 0.15 -0.08 0.29
H -7.386 4.196 -0.319 0.06 0.05 0.01 0.34
H -6.039 2.896 -1.599 0.06 0.07 0.15 0.41
H -6.798 1.302 -1.584 0.02 0.02 -0.03 0.39
H -4.421 0.945 -1.656 0.03 0.00 0.02 0.37
H -5.056 0.439 -0.077 -0.10 -0.12 -0.14 0.19
H -4.373 2.698 0.680 -0.01 0.00 -0.04 0.07
H -2.055 2.374 0.806 0.06 -0.09 0.05 0.24
H -2.175 1.091 -0.385 -0.05 -0.01 0.00 0.34
H -1.900 0.145 1.790 -0.01 0.03 0.02 0.35
H -3.523 -0.279 1.297 -0.15 0.09 0.00 0.41
H -5.279 0.521 2.393 0.01 0.06 -0.09 0.28
H -5.033 2.289 2.565 -0.19 -0.07 -0.09 0.17
H -4.980 1.247 3.980 0.07 -0.04 -0.01 0.30
```
Forces are in eV/Å.

Calculated values
HOMO-LUMO gap   8.84 eV
SMILES string   O=C(OCB(O)O)OP(O)Br.COCCNCCOC.COCCNCCOC
Relative energy (zero: lowest compared OMol25 entry of this formula, charge and spin)   120.5 kJ/mol
HOMO energy   -8.69 eV